A structure of composition C28H49BrNOP3Pb in a non-equilibrium geometry. Source: the Open Molecules 2025 dataset; level of theory: ωB97M-V/def2-TZVPD.

Geometry as XYZ:
```
84
Properties=species:S:1:pos:R:3:mulliken_charge:R:1
N -6.28851 4.93403 -4.42915 -0.3955
C -5.99422 5.49432 -3.25098 -0.3738
C -4.89666 5.08624 -2.47337 -0.4162
C -4.06746 4.05197 -2.94323 0.6296
C -4.38961 3.48952 -4.19785 -0.4152
C -5.51550 3.95138 -4.89541 -0.4349
C -3.01095 3.48577 -2.06504 -0.8772
Pb -0.83549 4.05401 -1.62948 1.1015
P 5.07451 -0.52787 0.20166 0.2777
C -2.05473 2.56878 -2.65903 -0.3908
C -1.47121 1.48787 -1.88768 1.2462
C -0.49565 0.64603 -2.50046 -1.1457
C 0.02612 -0.43401 -1.86687 -1.6542
C -0.32731 -0.77975 -0.45623 1.3753
C -1.44512 0.06377 0.06852 -1.4487
C -1.90318 1.17325 -0.57586 -0.3407
Br 1.22764 -0.01557 0.58872 0.1822
H -3.34361 3.33127 -1.03263 0.5954
H -1.96915 2.52044 -3.73888 0.8947
H -4.73095 5.52616 -1.49236 0.4125
H -3.83243 2.64846 -4.60070 0.3336
H -6.65333 6.29952 -2.90119 0.3861
H -5.78252 3.49136 -5.85070 0.3900
H -0.16490 0.91553 -3.51149 0.5387
H -2.63114 1.83315 -0.08351 0.1832
H 0.84415 -0.99880 -2.31798 0.8305
H -1.74326 -0.10837 1.10349 0.3961
P -0.69741 -2.57992 -0.30031 0.6016
C 4.42174 1.15408 0.43971 -0.0093
C 5.55901 2.16051 0.22628 -1.3751
H 4.02729 1.21491 1.46358 0.3391
H 3.59838 1.30389 -0.27087 0.1201
H 5.25383 3.15215 0.57065 0.3968
H 6.45645 1.86369 0.78348 0.3915
H 5.82020 2.23155 -0.83506 0.3800
C 4.34490 -1.17887 -1.35409 0.7657
C 5.28225 -2.23695 -1.96358 -1.3301
H 4.21845 -0.32284 -2.03679 0.4735
H 3.35322 -1.59200 -1.10717 -0.7810
H 4.99487 -2.43643 -3.00192 0.4090
H 6.32536 -1.88844 -1.96220 0.4195
H 5.22794 -3.18640 -1.41379 0.3498
C 4.28453 -1.59903 1.46918 0.4440
C 5.21469 -1.91456 2.63919 -1.4592
H 3.97414 -2.52553 0.96658 0.3292
H 3.38329 -1.07294 1.80709 -0.2564
H 4.69492 -2.54035 3.37041 0.4083
H 6.10330 -2.46511 2.31299 0.4100
H 5.53335 -0.99888 3.14637 0.3760
C -0.38629 -3.18031 1.35698 -0.0694
C -1.05805 -4.53393 1.65169 -1.1692
H -0.69662 -2.41275 2.08316 -0.0034
H 0.70904 -3.24427 1.43329 0.4045
H -2.03454 -4.38157 2.13326 0.3721
H -1.21061 -5.15677 0.75429 0.3277
H -0.42165 -5.08786 2.35397 0.4211
C 0.29684 -3.48692 -1.49584 -0.4634
C -0.19524 -3.46910 -2.94353 -1.2124
H 0.31670 -4.51967 -1.11748 0.6163
H 1.32405 -3.09540 -1.42918 0.1893
H -1.16070 -3.97432 -3.05947 0.3773
H -0.28258 -2.45310 -3.34019 0.3022
H 0.53425 -4.00332 -3.56303 0.4677
C -2.44505 -2.69443 -0.70909 -0.8640
C -3.41561 -2.34460 0.42892 -1.1893
H -2.62429 -3.71805 -1.07228 0.6738
H -2.60792 -2.02169 -1.56685 0.5166
H -4.12152 -1.57031 0.10135 0.3374
H -4.01969 -3.21838 0.71009 0.3312
H -2.91786 -1.97044 1.33468 0.2690
C -2.12211 2.18377 4.60222 -1.2805
P -0.57348 1.76616 3.75841 0.9770
C 0.76328 2.40880 4.79822 -1.2273
C -0.47977 -0.04375 3.88851 -0.7976
O -0.56751 2.26502 2.35023 -0.5778
H -1.93098 2.53736 5.62113 0.3833
H -2.77439 1.30269 4.62335 0.3782
H -2.60890 2.97699 4.02564 0.3521
H 0.45895 2.43051 5.85400 0.4113
H 1.64796 1.77115 4.67858 0.3337
H 1.00885 3.42160 4.45836 0.3782
H -1.44127 -0.47547 3.57355 0.2890
H 0.31190 -0.43520 3.23479 -0.0657
H -0.27536 -0.30341 4.93619 0.5276
```

Values from the calculation:
ΔE to the lowest compared entry with this formula, charge and spin = 0.0 kcal/mol
charge = +4
Kohn-Sham gap (alpha / beta) = 4.6 / 5.5 eV
total energy = -136483.0176 eV
E_LUMO (alpha / beta) = -14.290 / -13.369 eV
HOMO (alpha / beta) = -18.876 / -18.878 eV